1.
{"formula": "C3H2AlO2", "method": "the ωB97M-V functional and the def2-TZVPD basis", "symbols": ["O", "C", "C", "H", "H", "C", "O", "Al"], "xyz": [[1.119, -1.089, 0.325], [0.469, -0.930, 1.675], [-0.328, -1.328, 0.775], [0.864, -0.592, 2.623], [-1.207, -1.645, 0.232], [0.554, 0.841, -1.373], [-0.088, 1.654, -1.844], [-1.384, 3.090, -2.413]], "forces_ev_per_a": [[-3.59, -0.49, 3.36], [2.47, 0.39, -0.57], [1.07, -0.40, -2.17], [0.11, -0.05, 0.05], [0.04, -0.15, -0.03], [-0.08, 0.39, -0.36], [1.44, -1.46, 0.50], [-1.48, 1.77, -0.78]], "charge": 2, "lumo_energy_ev": [-9.14, -11.90], "multiplicity": 2, "de_lowest_kj_mol": 51.46, "s2": 0.75, "e_homo_ev": [-18.44, -18.44]}



2.
{"formula": "C3H2BaFO3", "method": "the ωB97M-V functional and the def2-TZVPD basis", "symbols": ["C", "C", "O", "C", "O", "O", "Ba", "F", "H", "H"], "xyz": [[1.104, -1.512, 1.772], [2.383, -1.178, 1.109], [1.937, -0.296, 0.101], [0.644, -0.197, 0.100], [0.121, -0.942, 1.181], [-0.049, 0.464, -0.602], [-2.326, 1.724, -1.839], [0.891, -2.434, 2.572], [2.913, -2.055, 0.703], [2.840, -0.650, 2.020]], "forces_ev_per_a": [[-0.29, -2.10, -1.97], [-0.21, 0.23, 2.47], [0.21, 0.20, -0.38], [0.51, 1.08, -0.14], [-0.67, -0.12, 0.84], [-0.61, -0.17, -0.10], [0.03, 0.11, -0.15], [0.01, 0.70, 0.56], [0.21, 0.30, 0.36], [0.81, -0.22, -1.48]], "charge": 3, "lumo_energy_ev": -12.86, "de_lowest_kj_mol": 0.00, "e_homo_ev": -24.72}



3.
{"formula": "C3H2BaLiO3", "method": "the ωB97M-V functional and the def2-TZVPD basis", "symbols": ["O", "O", "C", "C", "O", "C", "Ba", "H", "H", "Li"], "xyz": [[2.279, -0.658, -0.233], [-0.350, -0.260, -0.449], [-1.656, -0.126, -0.688], [0.305, 0.599, 0.516], [-2.297, 0.769, -0.108], [1.641, 0.179, 0.654], [-2.939, -1.914, -2.677], [1.910, -1.270, 0.735], [2.336, 0.879, 1.155], [-1.228, 1.802, 1.095]], "forces_ev_per_a": [[-0.85, -4.07, 3.68], [0.29, -0.19, -0.10], [-0.37, -0.63, -0.77], [2.05, -0.90, 0.93], [-0.22, 0.54, 0.42], [-2.86, 4.79, -0.64], [0.49, 0.60, 0.68], [1.88, 0.83, -4.12], [-0.48, -0.48, 0.26], [0.07, -0.48, -0.34]], "lumo_energy_ev": [-0.29, -0.39], "multiplicity": 2, "de_lowest_kj_mol": 192.19, "s2": 0.75, "e_homo_ev": [-5.22, -6.75]}



4.
{"formula": "C3H2BeLiO2", "method": "the ωB97M-V functional and the def2-TZVPD basis", "symbols": ["C", "Li", "O", "C", "H", "H", "Be", "O", "C"], "xyz": [[-0.513, 0.025, 0.916], [0.756, -1.640, 1.485], [-0.564, -1.228, 0.135], [-0.089, -0.407, -0.955], [-0.864, -0.201, -1.703], [0.786, -0.889, -1.415], [-0.441, 1.606, 1.353], [0.580, 2.006, 0.083], [0.350, 0.728, 0.100]], "forces_ev_per_a": [[0.81, -0.35, 2.16], [-0.17, -0.11, -0.04], [-0.66, 1.95, 0.98], [2.67, -0.24, -0.84], [0.20, 0.33, 0.54], [-0.41, 0.05, -0.28], [0.10, 0.20, -0.88], [-0.48, 0.03, 2.09], [-2.06, -1.85, -3.74]], "charge": 1, "lumo_energy_ev": -5.07, "e_homo_ev": -13.65}



5.
{"formula": "C3H2Br2N2", "method": "the ωB97M-V functional and the def2-TZVPD basis", "symbols": ["H", "N", "C", "C", "N", "C", "Br", "Br", "H"], "xyz": [[-0.565, 0.067, -2.282], [-0.633, 0.713, -1.422], [-0.216, 0.379, -0.308], [-0.738, 1.338, 0.749], [-1.016, 2.107, 1.561], [0.643, -0.759, 0.300], [-0.626, -2.024, 1.205], [1.902, -1.623, -0.890], [1.248, -0.197, 1.089]], "forces_ev_per_a": [[0.73, 1.02, 1.96], [-0.81, -1.27, -3.27], [-0.46, 0.25, 1.87], [1.14, -0.43, 0.10], [-0.04, -0.47, -0.45], [-0.07, 1.13, 0.93], [0.93, 0.77, -0.56], [-0.67, 0.31, 0.24], [-0.75, -1.32, -0.83]], "lumo_energy_ev": -0.60, "smiles": "[H]/N=C(/C#N)C(Br)Br", "de_lowest_kj_mol": 156.36, "e_homo_ev": -10.92}



6.
{"formula": "C3H2Br2NO4", "method": "the ωB97M-V functional and the def2-TZVPD basis", "symbols": ["C", "C", "C", "N", "O", "O", "O", "O", "Br", "Br", "H", "H"], "xyz": [[-1.915, 0.311, -2.163], [2.400, -0.137, 0.025], [2.057, 0.644, 0.855], [-0.630, -0.513, 2.580], [-2.937, -0.216, -2.152], [0.512, -0.972, 2.946], [-0.946, 0.918, -2.180], [-1.457, -0.946, 1.695], [-1.058, -0.721, -5.820], [1.750, 2.210, 1.584], [-0.703, 0.346, 3.045], [2.926, -0.924, -0.416]], "forces_ev_per_a": [[-0.76, 0.02, -0.59], [0.45, -0.78, 0.33], [0.05, 0.36, -0.54], [1.99, -4.24, -2.84], [-0.91, -0.79, 0.24], [-3.80, 0.35, -1.57], [1.71, 0.75, 0.26], [3.35, 1.64, 3.82], [-0.02, 0.03, 0.11], [-0.55, 1.16, 0.95], [-1.55, 2.23, 0.62], [0.03, -0.71, -0.78]], "charge": -1, "lumo_energy_ev": 0.93, "de_lowest_kj_mol": 266.21, "e_homo_ev": -3.43}



7.
{"formula": "C3H2BrCl2O3P", "method": "the ωB97M-V functional and the def2-TZVPD basis", "symbols": ["O", "P", "O", "O", "C", "C", "Br", "C", "Cl", "Cl", "H", "H"], "xyz": [[-0.566, 4.042, -0.169], [0.680, 3.270, -0.511], [1.701, 3.115, 0.669], [1.336, 3.518, -1.795], [0.244, 1.388, -0.428], [0.958, 0.321, -0.904], [2.138, 0.318, -2.353], [-0.604, 1.026, 0.743], [-2.337, 1.247, 0.277], [-0.270, 1.798, 2.253], [0.873, -0.757, -0.787], [-0.446, 0.016, 1.044]], "forces_ev_per_a": [[-0.48, -0.33, -0.12], [1.54, -0.12, 3.43], [-1.13, 0.22, -1.13], [0.63, 0.26, -2.68], [1.90, -1.03, -0.09], [-1.81, 1.04, 0.26], [0.93, 0.59, -1.10], [-0.17, -0.49, -0.69], [-0.22, -0.22, 0.12], [-0.05, 0.85, 1.17], [-0.69, 0.29, 1.20], [-0.45, -1.05, -0.39]], "charge": -2, "lumo_energy_ev": 5.32, "smiles": "O=P([O-])([O-])/C(=C\\Br)C(Cl)Cl", "de_lowest_kj_mol": 30.27, "e_homo_ev": 0.31}



8.
{"formula": "C3H2BrCl3", "method": "the ωB97M-V functional and the def2-TZVPD basis", "symbols": ["Cl", "C", "C", "Br", "C", "Cl", "H", "Cl", "H"], "xyz": [[-1.380, -0.155, 2.123], [-0.196, -0.411, 0.959], [0.961, -0.120, 0.433], [2.543, 0.778, 0.624], [0.250, -1.378, -0.098], [-0.210, -1.363, -1.723], [0.683, -2.243, 0.318], [-1.341, 1.775, -1.440], [-1.309, 3.118, -1.195]], "forces_ev_per_a": [[-0.02, 0.08, -0.07], [0.67, 0.26, -0.96], [-1.45, -0.89, 0.94], [0.07, 0.10, -0.20], [1.50, 2.43, 2.23], [-0.81, -0.47, -1.55], [0.10, -1.65, -0.36], [0.04, 2.29, 0.36], [-0.09, -2.14, -0.39]], "lumo_energy_ev": 0.48, "smiles": "ClC1=C(Br)[C@@H]1Cl.Cl", "de_lowest_kj_mol": 168.58, "e_homo_ev": -9.52}



no.,E (eV)
1,-13810.6203
2,-12665.5579
3,-10178.3001
4,-7834.6453
5,-146206.7521
6,-152905.1247
7,-113662.6450
8,-110750.4287